[1]
Computed, not measured: a 6-piece molecular cluster, C5H20B2N3O8 overall in a non-equilibrium geometry, with the ωB97M-V functional and the def2-TZVPD basis.

Each line ends with the Mulliken charge.
Geometry (Å):
B 0.40993 -1.12188 3.36845  0.57
H 1.55279 -1.45701 3.51581  -0.29
H 0.06459 -1.19365 2.24691  -0.40
H -0.23164 -1.90355 4.02367  -0.26
H 0.12856 -0.00264 3.75819  -0.27
B 0.86071 -3.98843 1.36373  0.45
H 0.19328 -4.75572 0.69739  -0.30
H 0.65610 -4.16728 2.53351  -0.19
H 2.05288 -4.12069 1.21758  -0.32
H 0.51397 -2.91058 1.03301  -0.45
C -1.76674 0.84831 -1.60088  -0.99
C -0.60083 0.08529 -0.90637  0.53
O -0.88630 -0.67647 0.02377  -0.65
O 0.55614 0.38067 -1.34370  -0.74
H -1.80313 0.45709 -2.62233  0.33
H -1.54763 1.92048 -1.57975  0.12
H -2.72361 0.68333 -1.10340  0.29
C -1.51553 1.79386 2.49448  -0.36
N -2.77719 1.22845 3.07404  0.91
O -3.67565 2.03073 3.37642  -0.68
O -2.89666 0.03644 3.05174  -0.48
H -1.68956 2.09245 1.46421  0.15
H -0.71958 1.05357 2.62011  -0.08
H -1.38823 2.68180 3.11523  0.31
C 0.86303 -2.40850 -3.42656  -0.63
N 1.40392 -3.42867 -2.49089  0.80
O 1.81886 -2.98083 -1.46325  -0.40
O 1.37270 -4.61395 -2.83275  -0.63
H 0.48761 -1.52319 -2.91583  0.13
H 0.24270 -2.84368 -4.20436  0.31
H 1.75600 -2.04737 -3.95109  0.26
C 0.97316 3.81858 -1.67889  -0.56
N 1.77672 5.08977 -1.90057  0.85
O 1.83398 5.91107 -1.01016  -0.56
O 2.32142 5.20279 -2.97979  -0.56
H 0.07754 4.05784 -2.24837  0.25
H 0.71753 3.74292 -0.63025  0.27
H 1.58814 3.02866 -2.08906  0.29

Computed properties:
LUMO level in eV: 5.90
Charge: -3
Orbital gap in eV: 3.5
Electronic energy in Eh: -1017.81331

[2]
Computed, not measured: C5H20BaFO5 as an isolated structure in a non-equilibrium geometry, with the ωB97M-V functional and the def2-TZVPD basis.

Each line ends with the Mulliken charge.
Geometry (Å):
Ba -2.46239 1.03340 0.99824  1.79
F -0.19351 0.00653 -0.06998  -0.82
C 2.48764 2.08846 1.49701  -0.56
O 1.64329 2.22843 0.34835  -0.50
H 3.19366 1.28952 1.25330  0.29
H 3.06175 2.96322 1.78310  0.30
H 1.91579 1.73653 2.36103  0.15
H 1.43499 1.32227 0.08291  0.37
C -0.15089 -0.62000 4.01516  -0.70
O -0.33073 0.04989 2.77377  -0.41
H -0.76327 -0.19383 4.80035  0.31
H -0.24967 -1.70399 3.91206  0.27
H 0.89491 -0.55452 4.33756  0.27
H 0.17580 -0.36419 2.05108  0.26
C 0.67279 -1.10770 -3.20619  -0.31
O 1.39633 -0.02630 -2.63187  -0.48
H 1.22594 -1.61710 -3.99047  0.30
H 0.42794 -1.83870 -2.42877  0.02
H -0.24740 -0.72932 -3.67079  0.23
H 0.78154 0.43944 -2.05918  0.15
C -2.76819 2.43828 -2.59749  -0.69
O -1.98912 1.80500 -1.60754  -0.40
H -3.31457 3.28342 -2.16221  0.25
H -2.23811 2.91826 -3.42037  0.28
H -3.56807 1.81279 -3.00436  0.32
H -1.28998 1.24103 -1.96737  0.30
C -0.10012 -3.33319 0.51417  -0.53
O 0.95790 -2.38462 0.53007  -0.49
H -0.26688 -3.71048 -0.50230  0.28
H 0.07398 -4.12170 1.23458  0.28
H -1.03839 -2.79387 0.68450  0.15
H 0.62703 -1.55697 0.14165  0.33

Computed properties:
LUMO level in eV: -4.81
Charge: +1
Energy above the lowest of the compared OMol25 structures with the same formula, charge and spin in eV: 1.8843
Orbital gap in eV: 7.5
Electronic energy in Eh: -703.81083

[3]
Computed, not measured: C5H20FKN10O5 as an isolated structure in a non-equilibrium geometry, with the ωB97M-V functional and the def2-TZVPD basis.

Each line ends with the Mulliken charge.
Geometry (Å):
K -1.55274 -9.73543 28.50639  0.95
F 0.33426 -10.67811 26.50005  -0.95
C 2.48119 -11.16020 29.40696  0.45
O 3.18543 -11.04119 30.37595  -0.69
N 2.13098 -12.28937 28.90408  -0.30
N 1.94220 -10.20565 28.68424  -0.18
H 1.96836 -12.29087 27.90726  0.22
H 2.45274 -13.14419 29.33520  0.23
H 1.28828 -10.50367 27.97454  0.09
H 2.10165 -9.27340 29.03862  0.21
C -2.91756 -13.39949 27.22836  0.54
O -3.98333 -13.74783 27.66045  -0.65
N -1.75328 -14.04609 27.43703  -0.26
N -2.77635 -12.27197 26.57619  -0.30
H -0.91424 -13.52709 27.22079  0.19
H -1.58940 -14.77751 28.11399  0.22
H -1.90651 -12.01955 26.12925  0.10
H -3.63888 -11.86064 26.24915  0.24
C 3.49333 -9.58360 24.72565  0.50
O 4.65744 -9.42867 24.42963  -0.73
N 2.65821 -10.32142 24.06743  -0.16
N 2.92471 -9.00980 25.72773  -0.15
H 1.67247 -10.10317 24.09553  0.00
H 3.05940 -10.89317 23.33788  0.23
H 1.99917 -9.37791 25.89499  0.11
H 3.54977 -8.36867 26.19501  0.18
C 1.37432 -13.96809 25.50808  0.49
O 1.61902 -15.17994 25.52168  -0.77
N 0.13550 -13.60370 25.36247  -0.36
N 2.24732 -13.07504 25.38289  -0.17
H -0.56410 -14.32101 25.23548  0.26
H -0.14528 -12.63771 25.45256  0.16
H 1.88954 -12.13053 25.38182  0.11
H 3.24606 -13.22421 25.36366  0.21
C -0.08640 -8.02980 23.63053  0.72
O 0.47103 -7.19543 24.37023  -0.67
N -0.36955 -9.28589 23.94303  -0.36
N -0.48368 -7.62647 22.45277  -0.40
H -0.10113 -9.65798 24.84280  0.13
H -0.74977 -9.93674 23.27077  0.15
H -0.61579 -6.64019 22.27985  0.27
H -1.02652 -8.30349 21.93599  0.16

Computed properties:
LUMO level in eV: -1.49
Energy above the lowest of the compared OMol25 structures with the same formula, charge and spin in eV: 3.6866
Orbital gap in eV: 7.7
Electronic energy in Eh: -1826.25145

[4]
Computed, not measured: C5H20FeN4O6 as an isolated structure in a non-equilibrium geometry, with the ωB97M-V functional and the def2-TZVPD basis.

Each line ends with the Mulliken charge.
Geometry (Å):
Fe 3.58422 13.45321 22.88933  -0.87
C -0.31116 13.64315 24.30452  -1.04
C 0.97526 14.49157 24.50479  -0.08
O 1.77303 14.35124 23.35332  -0.57
H -0.66443 14.02113 23.34513  0.23
H -1.11150 13.78416 25.03093  0.39
H -0.12713 12.57153 24.22789  0.21
H 1.62586 14.12332 25.29802  -0.18
H 0.69753 15.47666 24.87972  0.31
C 2.35731 10.35947 22.80398  -0.98
O 3.22846 11.33001 23.36805  -0.59
H 1.45281 10.67649 22.28486  0.23
H 2.84422 9.71817 22.06930  0.31
H 1.94422 9.64848 23.51949  0.29
C 3.28179 13.14690 19.64176  -1.10
O 3.21858 13.34323 20.82746  0.43
N 4.02606 13.77355 18.79046  -0.43
N 2.68357 12.17743 18.99604  -0.35
H 4.66537 14.47175 19.14245  0.34
H 3.97592 13.50764 17.81738  0.15
H 3.02520 11.87960 18.09344  0.15
H 1.97390 11.63518 19.46769  0.26
C 4.86332 14.47437 25.72587  -0.03
O 4.65923 13.82429 24.75319  0.03
N 6.01706 15.02483 25.93047  -0.69
N 4.05831 14.68268 26.75447  -0.36
H 6.17060 15.52769 26.79283  0.18
H 6.69037 14.86601 25.19458  0.38
H 4.30906 15.27256 27.53503  0.17
H 3.26051 14.07116 26.85280  0.28
O 5.59535 12.70643 22.25986  1.14
H 5.97694 11.86371 22.01401  0.02
H 6.34418 13.29907 22.32507  -0.23
O 4.52175 15.47796 22.23104  1.55
H 4.23590 16.29924 22.63106  -0.11
H 5.33898 15.70001 21.78487  -0.46

Computed properties:
LUMO level (alpha / beta) in eV: 2.91 / 2.87
Charge: -1
Spin multiplicity: 6
Energy above the lowest of the compared OMol25 structures with the same formula, charge and spin in eV: 0.0000
<S²>: 8.757
Orbital gap (alpha / beta) in eV: 2.9 / 6.3
Electronic energy in Eh: -2136.65422

[5]
Computed, not measured: a 4-piece molecular cluster, C5H20N2O4 overall in a non-equilibrium geometry, with the ωB97M-V functional and the def2-TZVPD basis.

Each line ends with the Mulliken charge.
Geometry (Å):
C 0.58728 0.59629 1.82301  -1.44
N 1.20680 1.81785 1.38392  -0.53
C -0.16305 -0.24470 0.66273  1.36
C -1.73117 -0.10449 0.77962  -0.31
C -2.10841 1.41195 0.98290  -1.22
N 0.28098 -1.62655 0.80605  -0.15
C 0.23263 -2.55989 -0.30260  -0.26
O 1.51319 -2.64001 -0.80656  -0.55
H 1.27954 -0.12944 2.34341  0.35
H -0.07674 0.95086 2.66354  0.37
H 0.54551 2.43713 1.02946  0.33
H 1.85889 1.61392 0.61643  0.35
H 0.16369 0.14865 -0.33738  -0.73
H -2.27212 -0.76588 1.49275  0.39
H -2.10229 -0.36913 -0.25448  0.29
H -3.09730 1.76999 0.55605  0.33
H -2.12306 1.63511 2.10955  0.26
H -1.50059 2.17286 0.63138  0.32
H -0.20111 -1.99064 1.65775  0.26
H -0.16154 -3.60331 -0.07174  0.29
H -0.44242 -2.20986 -1.20177  0.14
H 2.17353 -3.01746 -0.12640  0.35
H 1.34319 1.32460 -1.51968  0.31
H 0.91443 2.16147 -2.67709  0.28
O 0.68704 1.85524 -1.84061  -0.57
H 2.68569 -0.63357 -1.38233  0.29
H 2.21215 -0.25795 -0.02098  0.29
O 2.51253 0.07641 -0.89583  -0.69
H -1.93782 0.50470 -2.99509  0.30
H -0.76310 -0.01597 -2.30430  0.28
O -1.51636 -0.30819 -2.80176  -0.66

Computed properties:
LUMO level in eV: 0.65
Energy above the lowest of the compared OMol25 structures with the same formula, charge and spin in eV: 2.0016
Orbital gap in eV: 9.4
Electronic energy in Eh: -612.90364
SMILES: CC[C@@H](CN)NCO.O.O.O

[6]
Computed, not measured: a 4-piece molecular cluster, C5H20N2O4 overall in a non-equilibrium geometry, with the ωB97M-V functional and the def2-TZVPD basis.

Each line ends with the Mulliken charge.
Geometry (Å):
C 2.66224 1.59242 0.81873  -0.45
O 3.62475 1.25653 1.76025  -0.10
C 1.92962 0.46396 0.07988  -0.13
C 0.73363 1.01726 -0.73541  -0.92
C 0.06850 -0.02276 -1.58598  -0.49
C -1.24536 -0.15293 -1.64148  -0.28
N -1.98024 -1.20875 -2.34282  -0.13
N 1.47971 -0.67815 0.98451  -0.10
H 1.98255 2.25449 1.40379  0.44
H 3.22131 2.31362 0.15185  0.42
H 4.08009 0.39050 1.61501  0.45
H 2.59454 -0.00448 -0.65746  0.40
H 1.21927 1.79367 -1.29096  0.51
H 0.01872 1.49206 -0.06326  0.40
H 0.70746 -0.66986 -2.16507  0.40
H -1.93592 0.45589 -1.07510  0.39
H -1.44197 -2.09499 -2.40943  0.28
H -2.07281 -0.96612 -3.33984  0.44
H -2.91775 -1.28683 -1.95320  0.39
H 2.19726 -1.13862 1.54953  0.46
H 1.01142 -1.39406 0.41165  0.30
H 0.81320 -0.25257 1.64338  0.29
H -1.70461 1.48276 2.53395  0.35
H -0.90683 0.54103 3.54052  0.31
O -0.84017 1.09275 2.75542  -0.63
H -4.21074 1.10251 1.77265  0.31
H -3.53346 2.45686 1.15820  0.33
O -3.41097 1.59891 1.57313  -0.66
H -1.03750 -3.93304 -0.80343  0.32
H -0.37956 -4.09954 -2.13641  0.34
O -0.72641 -3.40256 -1.55261  -0.67

Computed properties:
LUMO level (alpha / beta) in eV: -10.36 / -16.68
Charge: +3
Spin multiplicity: 2
Energy above the lowest of the compared OMol25 structures with the same formula, charge and spin in eV: 0.0000
<S²>: 0.754
Orbital gap (alpha / beta) in eV: 9.7 / 3.4
Electronic energy in Eh: -611.75739

electronic energy of number 2 (C5H20BaFO5)? -703.81083 Eh

Which value of electronic energy does entry 4 give? -2136.65422 Eh